# 1
The following is a DFT calculation (ωB97M-V/def2-TZVPD) of a structure of composition C36H28N10O3Pb in a non-equilibrium geometry.

Energy relative to the best compared isomer or geometry (same formula, charge and spin)   8.1 kcal per mole
Lowest unoccupied orbital energy   -1.525 eV
HOMO energy   -6.081 eV
DFT total energy   -64075.9984 eV
F_max   4.97 eV/A
Total charge   0
Multiplicity   1
Kohn-Sham gap   4.5562 eV

Cartesian coordinates (Å):
1 Pb 0.78 -0.66 -0.30
2 O 2.98 -3.27 -3.26
3 C 4.15 -2.66 -3.43
4 C 4.87 -2.78 -4.67
5 C 6.13 -2.24 -4.81
6 C 6.70 -1.45 -3.77
7 C 5.99 -1.25 -2.57
8 C 4.72 -1.83 -2.41
9 C 3.82 -1.47 -1.31
10 O 2.65 -2.01 -1.24
11 N 4.28 -0.50 -0.51
12 N 3.37 -0.09 0.33
13 C 3.73 0.88 1.19
14 C 3.01 1.19 2.37
15 C 3.61 2.10 3.29
16 C 3.01 2.42 4.50
17 C 1.77 1.84 4.87
18 C 1.16 0.99 4.01
19 C 1.72 0.61 2.73
20 O 1.09 -0.23 1.97
21 H 2.64 -2.78 -2.35
22 H 4.51 -3.44 -5.48
23 H 6.77 -2.37 -5.70
24 H 7.71 -1.11 -3.94
25 H 6.41 -0.61 -1.78
26 H 4.72 1.34 0.98
27 H 4.60 2.45 3.11
28 H 3.57 3.03 5.19
29 H 1.34 2.17 5.83
30 H 0.21 0.52 4.28
31 C -1.24 0.90 -4.76
32 C -0.68 -0.20 -4.13
33 N -0.99 -0.53 -2.90
34 C -2.00 0.17 -2.29
35 C -2.50 1.32 -2.91
36 N -2.10 1.72 -4.12
37 C -2.52 -0.39 -1.09
38 C -3.84 -0.06 -0.70
39 C -4.37 -0.75 0.42
40 C -3.58 -1.62 1.17
41 C -2.22 -1.77 0.81
42 N -1.71 -1.12 -0.27
43 C -1.28 -2.62 1.54
44 C -1.52 -3.10 2.87
45 N -0.64 -3.78 3.55
46 C 0.54 -4.07 2.99
47 C 0.76 -3.74 1.66
48 N -0.07 -2.92 0.98
49 C -5.77 -0.60 0.82
50 C -6.26 -1.08 2.05
51 C -7.62 -0.89 2.34
52 N -8.47 -0.28 1.52
53 C -8.04 0.07 0.34
54 C -6.70 -0.03 -0.04
55 H -1.02 1.19 -5.80
56 H 0.08 -0.86 -4.54
57 H -3.26 2.02 -2.46
58 H -4.43 0.66 -1.28
59 H -4.01 -2.20 1.98
60 H -2.49 -2.91 3.34
61 H 1.31 -4.53 3.60
62 H 1.63 -4.12 1.16
63 H -5.63 -1.55 2.83
64 H -7.99 -1.32 3.27
65 H -8.80 0.45 -0.34
66 H -6.39 0.35 -1.01
67 C -0.61 5.47 0.94
68 N -0.03 4.26 0.33
69 C 1.14 4.18 -0.43
70 C 1.30 2.90 -0.83
71 N 0.25 2.12 -0.35
72 C -0.51 2.96 0.36
73 H 0.08 6.28 0.93
74 H -0.85 5.25 2.03
75 H -1.52 5.78 0.38
76 H 1.81 5.03 -0.56
77 H 2.13 2.46 -1.44
78 H -1.38 2.73 0.95

The net atomic charges from Löwdin, expressed in e, are: Pb 1.543; O 0.005; C -0.277; C -0.028; C -0.114; C -0.106; C -0.036; C -0.099; C -0.421; O -0.221; N 0.018; N -0.105; C -0.079; C -0.165; C -0.057; C -0.125; C -0.126; C -0.049; C -0.364; O -0.294; H 0.043; H 0.111; H 0.104; H 0.084; H 0.108; H 0.122; H 0.088; H 0.084; H 0.103; H 0.102; C -0.087; C -0.113; N 0.104; C -0.234; C -0.084; N 0.086; C -0.215; C 0.077; C -0.130; C 0.057; C -0.170; N 0.031; C -0.189; C -0.066; N 0.090; C -0.085; C -0.070; N 0.067; C -0.172; C -0.005; C -0.130; N 0.061; C -0.142; C -0.008; H 0.114; H 0.121; H 0.134; H 0.105; H 0.100; H 0.114; H 0.117; H 0.115; H 0.118; H 0.112; H 0.112; H 0.106; C -0.019; N -0.117; C -0.077; C -0.158; N -0.025; C -0.147; H 0.068; H 0.113; H 0.099; H 0.124; H 0.121; H 0.129



# 2
The following is a DFT calculation (ωB97M-V/def2-TZVPD) of a structure of composition C46H60N3O4SSeTeV in a non-equilibrium geometry.

Energy relative to the best compared isomer or geometry (same formula, charge and spin)   22.6 kcal per mole
Lowest unoccupied orbital energy (alpha / beta)   0.175 / 0.173 eV
HOMO energy (alpha / beta)   -7.482 / -7.597 eV
DFT total energy   -170502.4639 eV
F_max   1.73 eV/A
Total charge   0
Multiplicity   3
Kohn-Sham gap (alpha / beta)   7.6567 / 7.7699 eV

Cartesian coordinates (Å):
1 V -0.07 -0.40 0.17
2 C -2.38 -4.63 -6.15
3 C -1.24 -4.72 -5.14
4 C 0.10 -4.72 -5.91
5 C -1.38 -6.04 -4.37
6 C -1.25 -3.56 -4.15
7 C -0.25 -3.47 -3.19
8 C -0.26 -2.42 -2.30
9 Se 1.13 -2.16 -0.97
10 C 2.09 -0.83 -1.99
11 C 2.95 -1.20 -3.00
12 C 3.55 -0.21 -3.78
13 C 3.15 1.10 -3.55
14 C 2.24 1.50 -2.57
15 C 1.78 0.51 -1.68
16 O 1.08 0.75 -0.57
17 C 1.80 2.97 -2.57
18 C 1.42 3.36 -4.01
19 C 2.97 3.85 -2.10
20 C 0.58 3.27 -1.70
21 C 4.59 -0.59 -4.83
22 C 3.99 -1.59 -5.82
23 C 5.79 -1.23 -4.11
24 C 5.10 0.62 -5.61
25 C -1.25 -1.42 -2.27
26 O -1.18 -0.53 -1.30
27 C -2.24 -1.47 -3.27
28 C -2.20 -2.54 -4.16
29 C -3.36 -0.44 -3.47
30 C -3.23 0.16 -4.89
31 C -3.34 0.74 -2.49
32 C -4.73 -1.12 -3.34
33 H -2.32 -5.47 -6.84
34 H -2.32 -3.71 -6.74
35 H -3.35 -4.68 -5.66
36 H 0.11 -5.53 -6.65
37 H 0.94 -4.87 -5.23
38 H 0.24 -3.77 -6.43
39 H -1.36 -6.89 -5.05
40 H -2.33 -6.06 -3.83
41 H -0.58 -6.16 -3.64
42 H 0.55 -4.20 -3.12
43 H 3.15 -2.25 -3.16
44 H 3.56 1.87 -4.18
45 H 2.27 3.32 -4.69
46 H 1.03 4.38 -4.03
47 H 0.64 2.69 -4.40
48 H 3.82 3.76 -2.78
49 H 3.30 3.54 -1.10
50 H 2.67 4.89 -2.05
51 H -0.22 2.55 -1.85
52 H 0.20 4.27 -1.95
53 H 0.85 3.28 -0.65
54 H 3.69 -2.51 -5.33
55 H 4.72 -1.83 -6.60
56 H 3.11 -1.15 -6.31
57 H 5.49 -2.14 -3.58
58 H 6.20 -0.53 -3.38
59 H 6.57 -1.49 -4.82
60 H 4.30 1.10 -6.18
61 H 5.86 0.29 -6.32
62 H 5.57 1.36 -4.96
63 H -2.97 -2.58 -4.92
64 H -2.25 0.62 -5.01
65 H -3.99 0.92 -5.04
66 H -3.34 -0.60 -5.66
67 H -2.43 1.32 -2.59
68 H -3.43 0.41 -1.46
69 H -4.19 1.39 -2.71
70 H -4.83 -1.98 -4.02
71 H -5.52 -0.41 -3.59
72 H -4.89 -1.47 -2.32
73 C -1.51 -3.94 3.30
74 N -2.09 -2.68 2.86
75 C -2.15 -2.28 1.59
76 N -1.82 -3.19 0.64
77 S -2.66 -0.73 1.20
78 H -1.47 -3.94 4.38
79 H -0.50 -4.07 2.90
80 H -2.12 -4.78 2.97
81 H -2.15 -1.92 3.52
82 H -1.80 -4.17 0.87
83 H -2.10 -2.96 -0.31
84 Te 0.53 2.24 2.00
85 C 1.35 4.20 1.74
86 C 2.73 4.37 1.82
87 C 3.30 5.63 1.68
88 C 2.49 6.73 1.47
89 C 1.11 6.57 1.39
90 C 0.55 5.31 1.52
91 C 0.20 2.66 4.07
92 C -1.09 2.90 4.54
93 C -1.31 3.10 5.90
94 C -0.24 3.07 6.79
95 C 1.04 2.85 6.32
96 C 1.26 2.64 4.96
97 H 3.37 3.51 1.98
98 H 4.37 5.75 1.76
99 H 2.92 7.72 1.36
100 H 0.47 7.43 1.22
101 H -0.53 5.19 1.45
102 H -1.92 2.90 3.85
103 H -2.31 3.27 6.26
104 H -0.42 3.22 7.84
105 H 1.88 2.82 7.01
106 H 2.27 2.46 4.60
107 O -0.69 -0.32 3.44
108 C 0.37 -0.83 3.16
109 C 1.35 -1.36 4.20
110 C 2.59 -1.67 3.38
111 C 2.15 -1.46 1.94
112 O 2.89 -1.62 0.99
113 N 0.84 -1.02 1.88
114 H 0.93 -2.24 4.67
115 H 1.49 -0.60 4.97
116 H 2.97 -2.68 3.49
117 H 3.42 -0.99 3.58

Atomic partial charges in e from the Löwdin method, atoms 1 to 99: V 0.614; C -0.066; C -0.559; C -0.047; C -0.048; C -0.172; C -0.061; C -0.372; Se 1.276; C -0.322; C -0.044; C -0.164; C 0.025; C -0.066; C -0.293; O -0.332; C -0.517; C -0.047; C -0.030; C -0.046; C -0.558; C -0.047; C -0.044; C -0.067; C -0.344; O -0.319; C -0.072; C 0.020; C -0.529; C -0.045; C -0.053; C -0.043; H 0.085; H 0.088; H 0.086; H 0.084; H 0.074; H 0.091; H 0.084; H 0.088; H 0.076; H 0.107; H 0.112; H 0.092; H 0.071; H 0.084; H 0.092; H 0.080; H 0.084; H 0.089; H 0.084; H 0.091; H 0.019; H 0.073; H 0.084; H 0.091; H 0.079; H 0.091; H 0.083; H 0.088; H 0.084; H 0.086; H 0.093; H 0.089; H 0.084; H 0.075; H 0.079; H 0.051; H 0.087; H 0.074; H 0.085; H 0.089; C -0.067; N -0.037; C -0.874; N 0.130; S 0.746; H 0.092; H 0.089; H 0.086; H 0.108; H 0.100; H 0.090; Te 1.520; C -0.508; C -0.153; C -0.089; C -0.090; C -0.086; C -0.135; C -0.498; C -0.135; C -0.086; C -0.094; C -0.092; C -0.146; H 0.092; H 0.103; H 0.101



# 3
The following is a DFT calculation (ωB97M-V/def2-TZVPD) of a cluster of 12 separate species, C15H54N14O12 in total in a non-equilibrium geometry.

Structure (SMILES)   NC(N)=O.NC(N)=O.NC(N)=O.NC(N)=O.NC(N)=O.NC(N)=O.NC(N)=O.CCO.CCO.CCO.CO.CO
Energy relative to the best compared isomer or geometry (same formula, charge and spin)   59.0 kcal per mole
Lowest unoccupied orbital energy   -0.467 eV
HOMO energy   -8.449 eV
DFT total energy   -61858.8875 eV
F_max   10.71 eV/A
Total charge   0
Multiplicity   1
Kohn-Sham gap   7.9822 eV

Cartesian coordinates (Å):
1 N 7.46 9.20 8.99
2 C 7.14 9.66 10.16
3 N 7.66 10.85 10.32
4 O 6.26 9.12 11.05
5 H 6.82 8.33 8.80
6 H 8.31 9.38 8.46
7 H 7.54 11.17 11.28
8 H 8.50 11.22 9.79
9 N 10.54 10.86 12.84
10 C 11.38 9.96 12.42
11 N 12.67 10.32 12.53
12 O 10.92 8.73 11.85
13 H 9.59 10.90 12.73
14 H 10.83 11.72 13.37
15 H 13.47 9.62 12.19
16 H 13.04 11.29 12.58
17 N 12.40 10.50 15.28
18 C 11.56 9.75 16.01
19 N 10.48 9.52 15.44
20 O 11.76 9.45 17.31
21 H 13.30 10.73 15.67
22 H 12.47 10.42 14.24
23 H 9.72 8.88 15.82
24 H 10.38 9.66 14.43
25 N 9.72 12.18 15.63
26 C 10.34 13.19 15.12
27 N 11.43 12.75 14.51
28 O 10.04 14.51 15.30
29 H 8.79 12.35 16.08
30 H 9.97 11.24 15.45
31 H 12.09 13.52 14.20
32 H 11.94 11.84 14.96
33 N 10.74 12.69 10.76
34 C 9.73 13.48 10.79
35 N 9.72 14.37 9.79
36 O 8.79 13.45 11.72
37 H 10.81 11.96 11.55
38 H 11.60 12.76 10.15
39 H 8.86 14.86 9.62
40 H 10.49 14.41 9.04
41 N 3.56 9.18 18.56
42 C 4.19 10.13 17.94
43 N 4.75 9.74 16.85
44 O 4.34 11.42 18.34
45 H 3.10 9.55 19.31
46 H 3.14 8.44 18.09
47 H 5.04 10.52 16.24
48 H 4.76 8.75 16.51
49 N 6.85 13.51 14.53
50 C 6.37 12.84 15.57
51 N 7.22 12.94 16.57
52 O 5.30 11.98 15.60
53 H 6.34 13.59 13.63
54 H 7.76 13.83 14.62
55 H 6.83 12.64 17.45
56 H 7.77 13.82 16.60
57 C 3.58 9.30 13.67
58 C 3.03 8.12 14.52
59 O 1.92 7.77 13.86
60 H 2.84 10.10 13.65
61 H 3.89 8.88 12.65
62 H 4.48 9.80 14.01
63 H 2.81 8.46 15.51
64 H 3.78 7.35 14.64
65 H 1.76 6.84 14.15
66 C 8.64 6.88 12.04
67 C 7.25 6.35 11.98
68 O 6.48 7.23 12.81
69 H 9.06 6.96 13.02
70 H 8.71 7.73 11.40
71 H 9.34 6.12 11.64
72 H 7.22 5.27 12.19
73 H 6.99 6.48 10.90
74 H 6.17 7.95 12.20
75 C 4.62 11.86 11.70
76 C 5.13 13.19 11.26
77 O 5.33 14.03 12.39
78 H 5.24 11.36 12.39
79 H 4.59 11.29 10.80
80 H 3.57 11.93 12.12
81 H 4.40 13.66 10.70
82 H 5.98 13.06 10.64
83 H 5.08 14.90 12.08
84 C 7.42 10.06 14.17
85 O 7.71 11.10 13.22
86 H 7.80 10.42 15.13
87 H 8.11 9.15 14.12
88 H 6.45 9.73 14.22
89 H 7.63 11.86 13.73
90 C 8.05 8.98 17.55
91 O 8.30 8.11 16.41
92 H 7.20 9.72 17.48
93 H 8.94 9.66 17.63
94 H 7.91 8.27 18.41
95 H 7.44 7.70 16.17

The net atomic charges from Löwdin, expressed in e, are: N 0.150; C -0.616; N 0.175; O -0.089; H 0.175; H 0.126; H 0.068; H 0.137; N 0.120; C -0.560; N 0.105; O -0.108; H 0.060; H 0.066; H 0.198; H 0.129; N 0.126; C -0.627; N 0.170; O -0.066; H 0.146; H 0.061; H 0.113; H 0.096; N 0.199; C -0.618; N 0.062; O -0.106; H 0.073; H 0.041; H 0.155; H 0.067; N 0.146; C -0.690; N 0.139; O -0.055; H 0.081; H 0.143; H 0.111; H 0.148; N 0.185; C -0.663; N 0.145; O -0.117; H 0.084; H 0.092; H 0.043; H 0.131; N 0.197; C -0.536; N 0.138; O -0.085; H 0.084; H 0.068; H 0.132; H 0.143; C -0.064; C -0.393; O -0.047; H 0.079; H 0.103; H 0.024; H 0.077; H 0.105; H 0.112; C -0.131; C -0.315; O -0.133; H 0.058; H 0.038; H 0.083; H 0.105; H 0.108; H 0.020; C -0.077; C -0.297; O -0.073; H 0.036; H 0.069; H 0.111; H 0.094; H 0.086; H 0.104; C -0.103; O -0.129; H 0.057; H 0.091; H 0.037; H -0.003; C -0.115; O -0.169; H 0.073; H 0.083; H 0.098; H 0.101



# 4
The following is a DFT calculation (ωB97M-V/def2-TZVPD) of a structure of composition C28H29N3O3S in a non-equilibrium geometry.

Energy relative to the best compared isomer or geometry (same formula, charge and spin)   166.9 kcal per mole
Lowest unoccupied orbital energy   -1.778 eV
HOMO energy   -6.359 eV
DFT total energy   -50948.5290 eV
F_max   3.47 eV/A
Total charge   0
Multiplicity   1
Kohn-Sham gap   4.5802 eV

Cartesian coordinates (Å):
1 C -2.11 -1.28 4.83
2 N -2.31 -0.49 3.64
3 C -2.52 0.85 3.69
4 O -2.61 1.52 4.73
5 C -2.65 1.36 2.26
6 C -1.56 2.37 1.90
7 C -1.67 3.65 2.71
8 C -0.62 4.06 3.53
9 C -0.77 5.16 4.38
10 C -1.96 5.90 4.36
11 C -3.02 5.50 3.53
12 C -2.86 4.39 2.70
13 N -2.55 0.13 1.47
14 C -2.70 0.18 0.13
15 C -2.58 -0.92 -0.71
16 C -2.91 -1.00 -2.06
17 C -2.63 -2.20 -2.82
18 C -2.29 -3.42 -2.14
19 C -2.10 -4.65 -2.82
20 N -1.84 -5.86 -2.10
21 O -1.72 -6.92 -2.77
22 O -1.75 -5.85 -0.86
23 C -2.19 -4.71 -4.21
24 C -2.50 -3.54 -4.90
25 C -2.72 -2.34 -4.22
26 C -2.30 -1.08 2.31
27 C -0.92 -1.69 2.03
28 C -3.41 -2.13 2.19
29 H -2.16 -0.61 5.70
30 H -2.89 -2.05 4.92
31 H -1.13 -1.77 4.81
32 H -3.65 1.82 2.13
33 H -0.57 1.92 2.07
34 H -1.66 2.62 0.84
35 H 0.31 3.50 3.51
36 H 0.06 5.46 5.04
37 H -2.09 6.74 5.04
38 H -3.96 6.07 3.51
39 H -3.66 4.08 2.03
40 H -2.92 1.19 -0.28
41 H -2.27 -1.85 -0.27
42 H -3.68 -0.18 -2.42
43 H -2.18 -3.51 -1.06
44 H -2.03 -5.65 -4.71
45 H -2.57 -3.57 -5.99
46 H -2.96 -1.45 -4.81
47 H -0.13 -0.95 2.25
48 H -0.78 -2.56 2.69
49 H -0.83 -2.02 0.99
50 H -4.36 -1.69 2.53
51 H -3.52 -2.49 1.16
52 H -3.15 -2.99 2.84
53 S -3.31 0.74 -3.84
54 C -4.82 1.35 -4.30
55 C -5.33 2.54 -3.72
56 C -6.59 2.99 -4.10
57 C -7.29 2.39 -5.14
58 C -6.71 1.32 -5.82
59 C -5.45 0.84 -5.46
60 H -4.77 3.03 -2.93
61 H -7.04 3.82 -3.56
62 H -8.28 2.75 -5.43
63 H -7.24 0.84 -6.63
64 H -4.98 0.03 -6.00

The net atomic charges from Löwdin, expressed in e, are: C -0.007; N -0.038; C -0.368; O 0.082; C -0.169; C -0.084; C -0.234; C -0.044; C -0.073; C -0.087; C -0.072; C -0.045; N 0.019; C -0.007; C -0.085; C -0.115; C -0.178; C 0.076; C -0.151; N -0.314; O 0.053; O 0.051; C 0.011; C -0.043; C -0.032; C -0.459; C 0.010; C 0.014; H 0.098; H 0.094; H 0.094; H 0.167; H 0.132; H 0.122; H 0.111; H 0.106; H 0.100; H 0.106; H 0.111; H 0.156; H 0.053; H -0.025; H 0.103; H 0.116; H 0.115; H 0.041; H 0.101; H 0.090; H 0.076; H 0.106; H 0.078; H 0.091; S 0.744; C -0.693; C -0.123; C -0.109; C -0.112; C -0.107; C -0.119; H 0.087; H 0.095; H 0.097; H 0.096; H 0.090



Which of these has the highest F_max? C15H54N14O12